CHFLi2NaO as an isolated structure in a non-equilibrium geometry. Source: the OMol25 dataset; level of theory: the ωB97M-V functional and the def2-TZVPD basis.

Each line ends with the Löwdin spin population.
Positions of all 7 atoms, in Å:
Li1 -2.39 -0.02 -1.11  0.099
C1 1.33 -1.69 0.53  0.256
Li2 -0.37 1.81 -2.36  0.346
O1 1.86 -0.54 0.45  0.123
F1 -2.11 1.13 0.14  0.032
Na1 -0.19 1.63 1.06  0.092
H1 1.88 -2.31 1.29  0.051

spin multiplicity	2
LUMO (spin up / spin down)	-0.023 / -0.048	hartree
ΔE to the lowest compared entry with this formula, charge and spin	35.0	kcal/mol
orbital gap (spin up / spin down)	4.37 / 3.24	eV